Here is a cluster of 3 separate species, C3H12NO4 in total at a distorted geometry from the Open Molecules 2025 dataset. Energies are from ωB97M-V with the def2-TZVPD basis set.

Bonds (Å) are listed after each position.
Geometry (Å):
1 O -0.44 1.90 0.47  C2 1.375, H7 1.028
2 C -0.87 1.17 -0.60  O1 1.375, C3 1.523, O6 1.153
3 C 0.33 0.58 -1.34  C2 1.523, N4 1.467, H8 1.114, H9 1.165
4 N 0.88 -0.49 -0.50  C3 1.467, C5 1.613, H10 1.140, H11 1.070
5 C 1.95 -1.44 -1.24  N4 1.613, H12 1.100, H13 1.202, H14 1.175
6 O -1.93 1.18 -1.05  C2 1.153
7 H -1.03 2.71 0.70  O1 1.028
8 H 1.04 1.40 -1.56  C3 1.114
9 H -0.27 0.33 -2.30  C3 1.165
10 H 1.48 -0.11 0.40  N4 1.140
11 H 0.08 -1.05 -0.05  N4 1.070
12 H 1.66 -1.68 -2.28  C5 1.100
13 H 2.18 -2.47 -0.66  C5 1.202
14 H 2.96 -0.86 -1.13  C5 1.175
15 H -2.22 -1.54 2.13  O17 0.971
16 H -1.96 -0.39 1.28  O17 0.948
17 O -1.62 -1.26 1.43  H15 0.971, H16 0.948
18 H 2.03 -1.02 2.47  O20 0.952
19 H 0.54 -1.16 2.18  O20 0.929
20 O 1.35 -0.90 1.82  H18 0.952, H19 0.929

Its multiplicity is 2. For the HOMO-LUMO gap (spin up / spin down), the calculation gives 10.3 / 5.0 eV. As for the total charge: +2. The total energy is -476.392316 Ha. The value obtained for the energy relative to the best compared isomer or geometry (same formula, charge and spin) is 131.66 kJ/mol. The expectation value of S² is 0.757.

Atom-resolved charges from Mulliken, all expressed in e: number 1, O, carries -0.323; number 2, C, carries 0.448; number 3, C, carries -0.405; number 4, N, carries -0.313; number 5, C, carries -0.769; number 6, O, carries 0.038; number 7, H, carries 0.431; number 8, H, carries 0.355; number 9, H, carries 0.419; number 10, H, carries 0.554; number 11, H, carries 0.457; number 12, H, carries 0.370; number 13, H, carries 0.323; number 14, H, carries 0.359; number 15, H, carries 0.341; number 16, H, carries 0.275; number 17, O, carries -0.612; number 18, H, carries 0.304; number 19, H, carries 0.277; number 20, O, carries -0.529